Computed, not measured: a molecular structure, C18H20AsAuBN4O6S4Te in a non-equilibrium geometry, with ωB97M-V/def2-TZVPD.

E_HOMO (spin up / spin down), eV: -5.016 / -4.991
LUMO (spin up / spin down), eV: 2.18 / 0.61
Orbital gap (spin up / spin down), eV: 7.195 / 5.598
<S²>: 2.01
2S+1: 3
Net charge: -1

Last column: Mulliken charge in e.
Geometry (Å):
Au -1.403 -1.279 -1.940  1.05
O -2.474 2.694 -2.984  -0.57
As -1.353 2.106 -1.823  -0.10
O -1.348 3.250 -0.634  -0.65
O -1.897 0.698 -1.059  0.21
C 0.492 1.983 -2.463  -0.39
C 1.467 2.597 -1.684  -0.52
C 2.804 2.500 -2.040  -0.58
C 3.184 1.784 -3.167  -0.56
C 2.219 1.203 -3.974  -0.46
C 0.883 1.314 -3.625  0.69
S -0.379 0.684 -4.708  0.93
O -0.979 1.873 -5.299  -0.76
O 0.229 -0.224 -5.643  -0.73
O -1.327 0.061 -3.757  -0.69
H -2.180 2.442 -3.890  0.52
H 1.149 3.161 -0.818  0.70
H 3.552 2.993 -1.432  0.40
H 4.231 1.694 -3.426  0.38
H 2.463 0.659 -4.877  0.49
C -4.628 -0.094 0.595  -0.81
N -3.679 -0.959 1.264  0.35
C -3.265 -0.858 2.566  -0.52
C -2.324 -1.818 2.754  -0.42
N -2.150 -2.492 1.576  0.37
B -1.016 -3.536 1.298  -0.25
N 0.269 -2.683 0.986  0.38
C 1.035 -2.090 1.959  -0.53
C 2.101 -1.498 1.372  -0.40
N 1.983 -1.726 0.022  0.40
C 2.921 -1.329 -1.002  -0.84
C 0.851 -2.438 -0.197  -0.33
S 0.358 -2.924 -1.778  -0.41
C -2.983 -1.956 0.674  -0.28
S -3.237 -2.494 -0.935  -0.44
H -5.212 0.438 1.342  0.33
H -5.282 -0.687 -0.038  0.35
H -4.089 0.619 -0.032  0.17
H -3.658 -0.120 3.242  0.44
H -1.777 -2.076 3.640  0.52
H -1.291 -4.213 0.361  -0.07
H -0.807 -4.141 2.315  -0.15
H 0.763 -2.136 2.998  0.46
H 2.919 -0.947 1.800  0.44
H 3.764 -0.830 -0.529  0.32
H 2.449 -0.651 -1.713  0.25
H 3.265 -2.204 -1.552  0.36
Te -0.405 1.342 1.205  0.32
C 0.668 1.490 3.064  0.05
C 1.950 1.900 3.318  -0.44
C 2.380 1.707 4.655  -0.55
C 1.416 1.149 5.437  -0.51
S -0.026 0.890 4.536  -0.12
H 2.569 2.341 2.548  0.48
H 3.368 1.958 5.016  0.35
H 1.466 0.870 6.477  0.38

***

Computed, not measured: a molecular structure, C18H20AsN6STeTl in a non-equilibrium geometry, with ωB97M-V/def2-TZVPD.

Energy above the lowest of the compared OMol25 structures with the same formula, charge and spin, kJ/mol: 82.4
E_HOMO, eV: 0.450
LUMO, eV: 4.62
Orbital gap, eV: 4.175
Net charge: -2

Last column: Mulliken charge in e.
Geometry (Å):
Tl -1.008 -1.395 1.431  0.74
N -0.946 2.690 -1.095  -0.02
C -1.378 1.591 -0.379  -0.63
N -0.596 0.850 0.287  0.10
C 0.788 1.136 0.333  -0.58
N 1.547 0.519 1.235  -0.91
N 0.988 -0.367 1.963  0.48
C 1.693 -0.915 3.034  -0.96
C 1.050 -1.763 3.887  0.83
C 1.683 -2.332 5.064  -1.19
C 0.984 -3.129 5.907  0.05
C -0.391 -3.429 5.647  -1.01
C -0.933 -2.892 4.502  0.02
N -0.283 -2.104 3.641  -0.19
C 1.339 2.111 -0.577  1.24
C 2.704 2.333 -0.793  -0.58
C 3.147 3.303 -1.693  -0.61
C 2.245 4.055 -2.428  -0.51
C 0.875 3.832 -2.244  -0.73
C 0.435 2.893 -1.335  0.21
H -1.601 3.128 -1.715  0.27
H -2.447 1.395 -0.400  0.31
H 2.715 -0.599 3.209  0.31
H 2.728 -2.098 5.245  0.28
H 1.473 -3.549 6.781  0.36
H -0.976 -4.065 6.296  0.33
H -1.967 -3.109 4.237  0.36
H 3.406 1.733 -0.227  0.43
H 4.212 3.459 -1.826  0.35
H 2.583 4.804 -3.133  0.37
H 0.148 4.410 -2.808  0.31
C -0.949 -0.847 -5.179  -1.21
As -0.936 -1.800 -3.427  0.23
C 0.619 -0.832 -2.729  -0.52
C -2.302 -0.637 -2.649  -0.53
H -0.825 0.233 -5.042  0.28
H -1.901 -1.029 -5.684  0.37
H -0.146 -1.215 -5.820  0.35
H 0.602 0.216 -3.046  0.11
H 1.543 -1.299 -3.068  0.44
H 0.598 -0.874 -1.639  -0.09
H -2.032 0.414 -2.801  0.12
H -2.395 -0.833 -1.583  -0.06
H -3.269 -0.830 -3.114  0.45
S -3.182 -0.136 2.552  -0.39
C -4.027 0.129 1.121  0.49
N -4.633 0.329 0.148  -0.66
Te -0.983 -3.486 -0.088  -0.83

***

Computed, not measured: a single C18H20Cl2N2O5S2 molecule in a non-equilibrium geometry, with ωB97M-V/def2-TZVPD.

Energy above the lowest of the compared OMol25 structures with the same formula, charge and spin, kJ/mol: 1734.2
E_HOMO, eV: -8.050
LUMO, eV: -1.41
SMILES: COc1ccc(S(=O)(=O)N2CCCCC2)cc1NS(=O)(=O)c1cc(Cl)ccc1Cl
Orbital gap, eV: 6.642
Net charge: 0

Last column: Mulliken charge in e.
Geometry (Å):
C 0.415 -5.077 1.676  -1.16
O 0.882 -4.141 0.650  -0.38
C -0.050 -3.409 -0.008  0.27
C -1.465 -3.223 0.564  -0.27
C -2.309 -2.287 0.114  -1.93
C -1.726 -1.298 -1.136  0.19
S -2.664 0.190 -1.683  1.07
O -4.123 -0.186 -1.069  -0.77
O -2.437 0.149 -2.981  -0.61
N -2.080 1.483 -0.938  0.10
C -0.856 1.863 -1.473  -0.58
C -0.676 3.397 -0.926  -1.44
C -0.884 3.367 0.545  0.08
C -2.216 2.805 1.015  -0.63
C -2.214 1.622 0.581  -0.24
C -0.440 -1.389 -1.516  -1.45
C 0.483 -2.399 -0.842  -0.13
N 1.737 -2.225 -1.140  -0.28
S 2.597 -1.012 -1.727  1.05
O 2.145 -0.706 -2.901  -0.43
O 4.074 -1.479 -1.617  -0.69
C 2.517 0.064 -0.393  0.04
C 1.775 -0.232 1.028  -0.73
C 1.770 0.621 1.929  -0.36
Cl 0.783 0.496 3.486  -0.21
C 2.281 1.977 1.778  -0.27
C 3.124 2.405 0.471  -1.00
C 3.093 1.368 -0.332  0.56
Cl 3.940 1.599 -1.983  -0.24
H -0.257 -5.717 1.144  0.42
H 1.392 -5.596 1.807  0.24
H 0.008 -4.521 2.401  0.50
H -1.692 -3.948 1.291  0.54
H -3.170 -2.163 0.279  1.24
H -0.909 1.831 -2.501  0.85
H 0.170 1.257 -0.918  0.12
H -1.593 3.879 -1.415  0.32
H 0.211 3.603 -1.243  0.76
H -0.748 4.470 1.014  0.29
H -0.172 3.054 1.300  -0.14
H -2.297 2.954 2.113  0.30
H -3.128 3.551 0.663  0.20
H -3.204 0.991 0.591  0.43
H -1.476 0.844 1.313  -0.03
H 0.000 -0.962 -2.205  1.78
H 2.398 -3.122 -0.690  0.39
H 1.397 -0.996 0.823  1.28
H 2.225 2.897 2.522  0.29
H 3.369 3.352 0.539  0.67

***

Computed, not measured: a single C18H20ClNO7S molecule in a non-equilibrium geometry, with ωB97M-V/def2-TZVPD.

Energy above the lowest of the compared OMol25 structures with the same formula, charge and spin, kJ/mol: 0.0
E_HOMO, eV: -8.590
LUMO, eV: 0.48
SMILES: COC(=O)CN(c1cc(Cl)ccc1OC)S(=O)(=O)c1ccc(OC)c(OC)c1
Orbital gap, eV: 9.073
Net charge: 0

Last column: Mulliken charge in e.
Geometry (Å):
C -5.542 -0.446 -0.600  -0.84
O -4.217 0.068 -0.588  -0.19
C -3.982 1.143 0.155  0.52
O -4.804 1.704 0.832  -0.63
C -2.532 1.595 0.033  -0.53
N -1.682 0.588 -0.531  0.70
C -1.250 -0.529 0.187  -0.37
C -1.411 -1.788 -0.371  -0.17
C -0.901 -2.904 0.272  0.15
Cl -1.086 -4.458 -0.455  -0.25
C -0.247 -2.785 1.483  -0.91
C -0.086 -1.529 2.047  -0.61
C -0.562 -0.392 1.411  0.34
O -0.385 0.879 1.876  -0.24
C 0.317 1.061 3.085  -1.16
S -1.110 0.732 -2.106  1.34
O -1.302 2.106 -2.467  -0.78
O -1.658 -0.271 -2.969  -0.66
C 0.602 0.374 -1.771  -0.42
C 1.163 -0.829 -2.122  -0.85
C 2.443 -1.133 -1.675  -0.51
C 3.140 -0.242 -0.872  0.95
O 4.376 -0.455 -0.362  -0.42
C 5.036 -1.660 -0.673  -0.95
C 2.550 1.001 -0.525  0.58
O 3.298 1.810 0.264  -0.42
C 2.773 3.073 0.602  -0.80
C 1.279 1.293 -0.984  -0.35
H -6.262 0.363 -0.462  0.36
H -5.661 -1.175 0.204  0.31
H -5.679 -0.926 -1.566  0.25
H -2.179 1.925 1.015  0.12
H -2.503 2.444 -0.658  0.57
H -1.923 -1.869 -1.315  0.63
H 0.142 -3.657 1.983  0.47
H 0.442 -1.452 2.984  0.43
H 0.314 2.135 3.267  0.26
H 1.350 0.709 3.003  0.40
H -0.179 0.557 3.919  0.45
H 0.605 -1.518 -2.733  0.54
H 2.882 -2.077 -1.951  0.43
H 5.999 -1.603 -0.167  0.24
H 4.483 -2.529 -0.304  0.38
H 5.200 -1.762 -1.750  0.37
H 1.840 2.982 1.166  0.22
H 2.599 3.685 -0.288  0.37
H 3.531 3.546 1.224  0.24
H 0.778 2.216 -0.747  0.46

***

Computed, not measured: a single C18H20F10N4OS molecule in a non-equilibrium geometry, with ωB97M-V/def2-TZVPD.

E_HOMO, eV: -8.370
LUMO, eV: -1.33
SMILES: CCNc1c(F)c(N(C)C(C)=O)c2nc(CCC(F)(F)C(F)(F)S(F)(F)(F)(F)F)cnc2c1C
Orbital gap, eV: 7.035
Net charge: 0

Last column: Mulliken charge in e.
Geometry (Å):
C -1.378 -4.738 -2.644  -0.75
C -0.677 -3.900 -3.817  -0.42
N 0.474 -3.049 -3.378  -0.22
C 0.190 -2.287 -2.152  -0.20
C -1.138 -1.499 -1.888  0.65
F -2.211 -1.458 -2.828  -0.35
C -1.323 -0.712 -0.564  -0.59
N -2.560 0.016 -0.257  0.46
C -2.718 1.296 -0.991  -0.88
C -3.754 -0.830 -0.206  0.60
C -4.901 -0.973 -1.308  -0.87
O -3.876 -1.579 0.821  -0.60
C -0.162 -0.662 0.516  0.14
N -0.404 0.128 1.691  -0.36
C 0.709 0.150 2.577  0.52
C 0.553 1.057 3.907  -0.88
C 1.598 2.272 3.977  -0.90
C 1.270 3.475 2.922  0.91
F -0.046 3.147 2.424  -0.24
F 1.201 4.656 3.756  -0.29
C 2.372 3.570 1.768  0.62
F 2.137 2.443 0.906  -0.26
F 3.717 3.383 2.242  -0.27
S 2.393 5.136 0.750  1.16
F 0.804 5.510 1.049  -0.27
F 2.984 6.078 1.993  -0.27
F 4.004 4.824 0.307  -0.31
F 1.955 4.261 -0.640  -0.30
F 2.467 6.487 -0.235  -0.29
C 2.016 -0.646 2.298  -0.42
N 2.303 -1.463 1.166  -0.54
C 1.163 -1.427 0.290  0.30
C 1.293 -2.243 -1.069  0.64
C 2.654 -3.049 -1.359  -1.31
H -0.636 -5.254 -1.934  0.23
H -2.017 -5.554 -3.160  0.33
H -2.126 -4.064 -2.089  0.17
H -1.395 -3.221 -4.406  0.21
H -0.248 -4.644 -4.597  0.36
H 0.841 -2.455 -4.133  0.29
H -2.804 2.175 -0.241  0.24
H -3.550 1.338 -1.768  0.29
H -1.734 1.503 -1.567  0.30
H -5.221 0.032 -1.787  0.29
H -5.844 -1.335 -0.743  0.32
H -4.697 -1.770 -2.107  0.18
H -0.537 1.352 4.113  0.26
H 0.836 0.343 4.778  0.42
H 1.557 2.672 5.063  0.35
H 2.642 1.833 3.844  0.34
H 2.859 -0.546 3.082  0.31
H 2.949 -2.904 -2.462  0.29
H 2.501 -4.186 -1.214  0.24
H 3.514 -2.685 -0.699  0.33

***

> Which of these has the lowest net charge?

C18H20AsN6STeTl

***

> Which formula does entry 4 have?

C18H20ClNO7S

***

> What is the net charge in the fourth record?

0